Version i
Computed, not measured: a 2-piece molecular cluster, CH2F2N2O overall, with ωB97M-V with the def2-TZVPD basis set.

```
8
CH2F2N2O (ωB97M-V with the def2-TZVPD basis set)
C 0.352 -0.795 0.086
N 1.378 -0.015 -0.004
N -1.308 0.779 -0.447
O -0.056 -1.862 0.322
F -2.397 -0.023 -0.650
F -1.537 1.341 0.799
H 1.252 0.948 -0.272
H 2.316 -0.374 0.164
```

Atom charges from the Mulliken analysis, given in e for atoms 1 to 6:
1 C 0.60
2 N -0.34
3 N -0.11
4 O -0.33
5 F -0.16
6 F -0.16


Version ii
Computed, not measured: one molecule with the formula CH2F2N2O, with ωB97M-V with the def2-TZVPD basis set.

SMILES: NN1OC1(F)F

```
8
CH2F2N2O (ωB97M-V with the def2-TZVPD basis set)
C 0.544 0.572 -0.738
N 0.398 -0.692 -0.003
N -0.774 -0.853 0.685
O 1.189 0.609 0.428
F 1.284 0.643 -1.836
F -0.543 1.327 -0.986
H -1.337 -0.041 0.906
H -0.760 -1.565 1.544
```

Atom charges from the Mulliken analysis, given in e for atoms 1 to 6:
1 C 0.84
2 N -0.16
3 N -0.35
4 O -0.41
5 F -0.21
6 F -0.23


Which one is most stable, and which one is least stable? version ii is the most stable of them, while version i is the least stable.


Version i
Computed, not measured: one molecule with the formula C5H12N2S, with ωB97M-V with the def2-TZVPD basis set.

SMILES: CS[C@@H]1C[C@@H](N)[C@H]1N

```
20
C5H12N2S (ωB97M-V with the def2-TZVPD basis set)
C 2.429 -1.073 -0.634
C 0.308 0.593 0.673
C -0.592 -0.668 1.291
C -1.085 -0.734 -0.195
C -0.637 0.683 -0.534
H 2.111 -1.203 -1.720
H 3.549 -0.902 -0.526
H 2.433 -1.950 0.027
H 0.430 1.447 1.285
H -1.352 -0.291 1.997
H -0.127 -1.544 1.612
H -0.386 -1.278 -0.743
H -3.388 -0.369 -0.195
H -2.826 -1.959 0.128
H -0.280 0.683 -1.540
H -1.811 2.393 -0.296
H -2.673 1.135 -0.862
N -2.521 -1.183 -0.342
N -1.850 1.490 -0.292
S 2.024 0.555 0.104
```

Atom charges from the Mulliken analysis, given in e for atoms 1 to 6:
1 C -0.93
2 C -0.29
3 C -0.88
4 C 0.30
5 C 0.08
6 H 0.28


Version ii
Computed, not measured: a 2-piece molecular cluster, C5H12N2S overall, with ωB97M-V with the def2-TZVPD basis set.

SMILES: C=[N+](C)[S-].C/C=N/C

```
20
C5H12N2S (ωB97M-V with the def2-TZVPD basis set)
C -2.865 0.002 -0.704
C 1.703 0.656 0.555
C 2.496 -0.108 1.559
C -1.159 -1.509 0.105
C 0.735 1.090 -1.541
N -2.059 -0.309 0.256
N 1.535 0.275 -0.624
S -1.906 0.529 1.658
H -2.906 -0.414 -1.747
H -3.424 0.864 -0.472
H 1.274 1.684 0.834
H 1.804 -0.249 2.418
H 3.320 0.538 1.827
H 2.686 -1.125 1.065
H -0.869 -1.532 -0.865
H -0.276 -1.469 0.865
H -1.787 -2.488 0.317
H 1.469 1.231 -2.533
H -0.074 0.378 -1.901
H 0.303 1.957 -1.071
```

Atom charges from the Mulliken analysis, given in e for atoms 1 to 6:
1 C -0.36
2 C 0.14
3 C -0.99
4 C -0.82
5 C -0.57
6 N 0.07


Version iii
Computed, not measured: one molecule with the formula C5H12N2S, with ωB97M-V with the def2-TZVPD basis set.

SMILES: CCN(C)N(C)C=S

```
20
C5H12N2S (ωB97M-V with the def2-TZVPD basis set)
C 1.073 -1.848 -0.260
C 1.202 -0.405 -0.767
C 0.731 1.926 -0.261
C -1.194 -0.140 1.694
C -1.702 0.234 -0.658
H 1.461 -1.938 0.748
H 0.055 -2.203 -0.265
H 1.664 -2.525 -0.883
H 2.262 -0.118 -0.809
H 0.805 -0.345 -1.822
H 0.336 2.181 -1.284
H 0.227 2.581 0.472
H 1.796 2.164 -0.264
H -2.059 0.445 2.016
H -0.337 0.023 2.312
H -1.470 -1.178 1.743
H -1.265 0.538 -1.613
N 0.538 0.541 0.130
N -0.825 0.232 0.342
S -3.298 -0.165 -0.571
```

Atom charges from the Mulliken analysis, given in e for atoms 1 to 6:
1 C -1.25
2 C -0.25
3 C -0.94
4 C -1.11
5 C -0.03
6 H 0.31


Which one is most stable, and which one is least stable? version iii is the most stable of them, while version i is the least stable.


Version i
Computed, not measured: a 10-piece molecular cluster, C5H27NO11 overall, with ωB97M-V with the def2-TZVPD basis set.

SMILES: N/C=C/CC=C(O)O.O.O.O.O.O.O.O.O.O

```
44
C5H27NO11 (ωB97M-V with the def2-TZVPD basis set)
O -2.528 0.927 0.863
C -1.376 1.666 0.908
O -1.665 2.972 0.629
C -0.133 1.189 0.879
C 1.098 1.969 0.510
C 1.760 1.117 -0.581
C 2.938 0.495 -0.434
N 3.338 -0.476 -1.392
H -2.619 3.059 0.567
H 0.592 3.070 4.506
H 0.041 0.134 1.057
H 1.765 2.166 1.346
H 0.878 2.912 -0.004
H 1.034 0.853 -1.326
H 3.627 0.670 0.377
H 2.856 -0.424 -2.282
H 4.333 -0.372 -1.553
H -2.276 -0.721 -0.309
H -1.907 -2.179 -0.042
O -2.092 -1.546 -0.792
H 0.498 2.530 -5.575
H 0.943 1.555 -4.602
O 1.322 2.288 -5.131
H -1.327 -1.954 -2.453
H -0.692 -3.269 -2.903
O -1.022 -2.436 -3.251
H 1.735 -2.882 -0.830
H 1.240 -1.468 -0.493
O 0.955 -2.394 -0.526
H -0.264 -0.890 -4.869
H -0.438 -0.043 -3.562
O 0.114 -0.184 -4.336
H 0.058 -0.241 4.815
H -0.899 2.785 4.595
O -0.036 2.410 4.812
H -2.455 0.370 1.696
H -2.745 -1.247 2.711
O -2.581 -0.403 3.143
H 0.473 -0.873 3.446
H -1.701 -0.436 3.597
O -0.181 -0.905 4.147
H -1.312 -3.852 0.620
H -0.207 -2.885 0.881
O -1.140 -3.056 1.140
```

Atom charges from the Mulliken analysis, given in e for atoms 1 to 6:
1 O -0.71
2 C 0.31
3 O -0.53
4 C 0.36
5 C -0.85
6 C -0.44


Version ii
Computed, not measured: a 10-piece molecular cluster, C5H27NO11 overall, with ωB97M-V with the def2-TZVPD basis set.

SMILES: CCCC(=O)NC=O.O.O.O.O.O.O.O.O.O

```
44
C5H27NO11 (ωB97M-V with the def2-TZVPD basis set)
O 0.795 -0.403 0.218
C -0.274 -0.856 0.592
N -1.173 0.088 1.178
C -2.467 -0.209 1.619
O -3.210 0.761 1.651
C -0.503 -2.300 0.714
C 0.501 -3.044 1.657
C 1.801 -3.241 0.896
H -0.696 0.941 1.498
H -2.874 -1.257 1.568
H -0.527 -2.855 -0.222
H -1.446 -2.581 1.168
H 0.595 -2.556 2.621
H 0.029 -3.981 1.920
H 2.635 -2.717 1.402
H 1.827 -2.957 -0.157
H 2.017 -4.319 0.807
H 0.758 2.863 1.671
H 1.566 1.704 2.455
O 0.856 1.912 1.844
H -0.508 2.186 -1.541
H 0.559 1.776 -2.503
O -0.275 1.457 -2.139
H 1.152 -0.465 -3.068
H 1.545 -0.739 -1.582
O 1.896 -0.651 -2.485
H -2.830 0.177 -2.255
H -1.315 0.155 -2.588
O -2.141 -0.354 -2.687
H -1.372 4.159 -1.099
H 0.173 3.742 -0.711
O -0.440 4.195 -1.303
H 3.035 2.615 -1.086
H 2.007 1.600 -0.389
O 2.247 2.523 -0.553
H 3.038 0.494 1.103
H 4.077 1.494 1.346
O 3.465 0.940 1.853
H -2.314 -1.935 -2.172
H -3.089 -3.195 -1.784
O -2.298 -2.691 -1.520
H -2.618 2.981 1.200
H -2.170 1.793 0.400
O -2.034 2.748 0.463
```

Atom charges from the Mulliken analysis, given in e for atoms 1 to 6:
1 O -0.17
2 C 0.03
3 N 0.01
4 C 0.06
5 O -0.59
6 C -0.44


Which one is most stable, and which one is least stable? version ii is the most stable of them, while version i is the least stable.